This record from OMol25 describes a 6-piece molecular cluster, C16H30Br8N2 overall at a distorted geometry. The level of theory is the ωB97M-V functional and the def2-TZVPD basis.

Results
Net charge: 0
Multiplicity: 1
SMILES: BrCCBr.BrCCBr.BrCCBr.BrCCBr.CCCC#N.CCCC#N
HOMO energy in Eh: -0.3708
LUMO in Eh: 0.004
Energy above the lowest of the compared OMol25 structures with the same formula, charge and spin in kJ/mol: 30.3

XYZ file:
```
56
Properties=species:S:1:pos:R:3:forces:R:3
Br -0.8893 -3.7371 -6.4925 -0.359 0.056 -0.264
C -2.6520 -3.8415 -5.6464 0.455 -0.732 0.732
C -2.6547 -2.8968 -4.4564 -0.289 0.286 -0.621
Br -3.0516 -1.0660 -5.0573 0.324 -0.287 0.273
H -2.6782 -4.8659 -5.2702 -0.055 0.057 0.019
H -3.4436 -3.7514 -6.3800 0.078 0.452 -0.055
H -1.6652 -2.9577 -4.0166 0.003 0.437 0.167
H -3.4007 -3.0941 -3.6915 -0.139 -0.273 -0.223
Br 1.7658 -3.7915 2.6095 -0.753 0.106 0.083
C -0.0065 -4.0773 3.4893 1.317 -0.453 0.306
C -1.0093 -4.7170 2.5692 -0.362 0.384 -0.121
Br -0.7693 -6.6393 2.4070 0.023 0.211 -0.036
H -0.2973 -3.1493 3.9719 -0.179 0.240 -0.537
H 0.3119 -4.7422 4.2875 -0.374 -0.154 0.023
H -0.9871 -4.2985 1.5663 0.251 -0.082 -0.025
H -2.0250 -4.5491 2.9239 0.060 -0.161 0.263
Br -2.7637 4.1666 2.4837 -0.428 0.057 -0.008
C -3.6099 2.8398 3.6338 -0.262 -0.056 0.569
C -3.0429 1.5036 3.2462 0.851 0.115 -0.629
Br -3.9102 0.0149 4.1635 0.272 0.386 -0.128
H -4.6987 2.8092 3.5896 0.083 0.479 -0.530
H -3.3546 3.2056 4.6244 0.149 -0.447 0.111
H -1.9585 1.4864 3.3660 -0.162 -0.347 0.590
H -3.1365 1.3572 2.1697 -0.520 -0.192 0.121
Br -1.0149 3.0659 -0.6951 0.120 0.967 0.043
C -1.0420 5.0442 -0.6076 -0.201 -0.323 0.539
C -1.3182 5.6838 -1.9452 0.746 -0.378 0.412
Br 0.2172 5.4812 -3.1417 -0.205 0.025 0.053
H -0.1347 5.4092 -0.1300 0.300 -0.348 -0.373
H -1.8172 5.2926 0.1178 -0.327 -0.134 -0.314
H -1.4126 6.7521 -1.7747 -0.317 0.031 -0.274
H -2.1612 5.2090 -2.4312 -0.139 0.296 -0.101
C 3.6701 0.8695 0.6945 0.154 0.574 1.515
C 5.0786 1.3661 1.0954 -0.883 0.856 -0.030
C 6.1737 0.4741 0.5256 -0.090 -0.463 0.656
C 7.4134 0.5479 1.2990 0.267 0.344 -0.457
N 8.3833 0.6069 1.9096 -0.020 -0.021 0.075
H 2.9710 1.2288 1.4572 -0.080 0.256 -0.225
H 3.5856 -0.2087 0.8276 0.079 -0.125 -0.683
H 3.3426 1.2844 -0.2535 0.023 -0.499 -0.274
H 5.1482 1.5338 2.1728 0.116 -0.918 0.121
H 5.1688 2.4169 0.7975 0.269 -0.204 -0.608
H 6.3218 0.6342 -0.5403 0.255 0.143 0.029
H 5.8632 -0.5703 0.6365 -0.138 0.045 -0.119
C 0.2141 0.2440 -1.8671 0.517 0.019 0.082
C -0.9293 -0.6411 -1.3943 -0.055 0.507 -0.316
C -0.5431 -1.5045 -0.1979 -0.166 -1.613 -0.644
C -0.4692 -0.8434 1.0953 0.252 0.307 0.174
N -0.4633 -0.3360 2.1282 0.001 -0.117 -0.286
H 0.7239 0.6602 -0.9945 -0.102 0.430 -0.172
H -0.1515 1.0170 -2.5391 0.010 0.222 0.239
H 1.0020 -0.2582 -2.4369 -0.234 -0.471 0.124
H -1.2508 -1.2239 -2.2590 -0.120 -0.402 0.324
H -1.7802 -0.0080 -1.1310 -0.010 -0.030 0.047
H 0.3566 -2.0766 -0.4513 0.436 0.548 0.399
H -1.2190 -2.3596 -0.0574 -0.439 0.397 -0.035
```
Forces are in eV/Å.

Here are the natural (NBO) charges for atoms 1 to 5, given in e: Br -0.01; C -0.44; C -0.44; Br -0.02; H 0.23